Record 1
Here is a molecular structure, C2H7IN2O2S at a distorted geometry from the Open Molecules 2025 dataset. Energies are from ωB97M-V/def2-TZVPD.

XYZ file:
```
15
Properties=species:S:1:pos:R:3
C 1.697 0.659 0.626
C -0.525 -1.473 -0.648
N 0.798 1.278 -0.317
N -0.958 -0.679 0.380
O -1.662 1.248 -1.164
O -1.151 1.568 1.291
S -0.855 0.976 0.034
I -2.714 -1.114 1.328
H 2.649 1.074 0.440
H 1.212 0.823 1.666
H 1.654 -0.402 0.625
H 0.126 -0.821 -1.206
H -0.014 -2.455 -0.280
H -1.222 -1.814 -1.517
H 0.963 1.134 -1.257
```

## Properties
- HOMO level: -9.4 eV
- LUMO: -0.01799 Ha
- Frontier orbital gap: 8.865 eV
- Energy relative to the best compared isomer or geometry (same formula, charge and spin): 0.00 kJ/mol


Record 2
Here is 2 unconnected molecules or ions with the total composition C8H16N at a distorted geometry from the Open Molecules 2025 dataset. Energies are from ωB97M-V/def2-TZVPD.

XYZ file:
```
25
Properties=species:S:1:pos:R:3
C 4.043 -1.451 -0.916
C 1.988 1.749 0.216
C 2.993 -0.745 -0.117
C 2.541 0.465 -0.063
C -0.680 -0.779 1.442
C -3.021 1.067 0.736
C -3.051 -0.245 -1.272
C -1.539 -0.877 0.441
N -2.281 0.169 -0.137
H 3.897 -1.115 -1.934
H 5.078 -1.134 -0.685
H 0.843 1.857 0.130
H 2.299 2.104 1.261
H 2.427 -1.243 0.749
H -0.515 0.142 2.005
H 3.901 -2.502 -1.163
H -0.181 -1.671 1.897
H -2.889 2.069 0.246
H -4.141 0.983 0.760
H -2.584 1.273 1.709
H -3.144 -1.339 -1.498
H -4.105 0.172 -1.117
H -2.702 0.281 -2.183
H -1.545 -1.896 -0.029
H 2.368 2.667 -0.476
```

## Properties
- HOMO level: -11.0 eV
- Net charge: +1
- LUMO: -0.23067 Ha
- Frontier orbital gap: 4.715 eV
- Energy relative to the best compared isomer or geometry (same formula, charge and spin): 553.99 kJ/mol


Record 3
Here is 13 unconnected molecules or ions with the total composition H26O13 at a distorted geometry from the Open Molecules 2025 dataset. Energies are from ωB97M-V/def2-TZVPD.

XYZ file:
```
39
Properties=species:S:1:pos:R:3
O -1.699 1.883 2.670
H -2.455 1.477 2.909
H -1.891 2.785 2.805
O 2.817 1.143 -1.041
H 2.228 0.327 -1.307
H 2.611 1.571 -0.340
O -2.771 -1.763 -2.782
H -1.928 -1.652 -3.038
H -2.853 -1.703 -1.924
O -0.930 0.133 0.097
H -1.376 -0.626 0.668
H -0.833 1.032 0.394
O 1.542 1.600 3.959
H 0.757 2.119 3.806
H 1.437 0.934 3.271
O -3.264 -0.564 -0.454
H -3.921 -0.065 -0.174
H -2.429 -0.087 -0.633
O -0.211 3.383 0.821
H -0.550 2.657 1.402
H 0.124 4.084 1.304
O -0.889 1.791 -2.416
H -1.014 1.957 -1.414
H 0.025 1.750 -2.593
O -0.008 -2.800 0.714
H 0.004 -2.046 0.181
H -0.809 -3.255 0.423
O 3.036 1.306 1.660
H 3.144 1.803 2.553
H 3.772 1.466 1.162
O -0.077 -1.247 -2.987
H 0.440 -0.790 -2.224
H 0.671 -1.188 -3.623
O 0.533 -3.874 -1.618
H 0.112 -4.230 -0.740
H -0.137 -3.689 -2.309
O 2.286 -1.492 0.221
H 2.181 -1.821 1.077
H 2.327 -2.309 -0.479
```

## Properties
- HOMO level: -10.3 eV
- LUMO: -0.01515 Ha
- Frontier orbital gap: 9.928 eV
- Energy relative to the best compared isomer or geometry (same formula, charge and spin): 588.71 kJ/mol


Record 4
Here is a molecular structure, C36H62BaCl3GeN9O3Si at a distorted geometry from the Open Molecules 2025 dataset. Energies are from ωB97M-V/def2-TZVPD.

XYZ file:
```
116
Properties=species:S:1:pos:R:3
Ba -0.508 0.648 -0.347
N 0.351 3.155 0.960
C -0.238 4.433 1.357
C -1.513 4.238 2.172
C -2.610 3.451 1.455
N -2.375 2.001 1.503
H 0.557 2.615 1.798
H 1.259 3.350 0.546
H -0.463 4.999 0.449
H 0.464 5.032 1.957
H -1.900 5.223 2.436
H -1.253 3.725 3.101
H -2.665 3.746 0.403
H -3.566 3.714 1.933
H -3.270 1.537 1.385
H -2.060 1.761 2.437
C -1.382 -2.832 0.593
N -1.795 -3.240 -0.721
C -1.144 -4.371 -1.338
C -1.851 -4.425 -2.687
N -2.264 -3.042 -2.893
C -3.202 -2.855 -3.982
C -2.250 -2.372 -1.673
N -2.573 -1.165 -1.364
C -3.275 -0.326 -2.310
C -3.595 1.037 -1.680
N -2.518 1.987 -1.850
C -2.232 2.438 -3.023
N -1.268 3.389 -3.190
C -0.353 3.773 -2.158
C -0.831 3.443 -4.565
C -2.042 2.874 -5.297
N -2.742 2.111 -4.272
C -4.129 1.851 -4.600
H -1.429 -3.704 1.246
H -2.073 -2.063 0.939
H -0.363 -2.432 0.599
H -1.289 -5.271 -0.740
H -0.066 -4.188 -1.455
H -2.721 -5.093 -2.657
H -1.198 -4.747 -3.502
H -2.944 -3.567 -4.766
H -3.115 -1.858 -4.404
H -4.242 -3.034 -3.684
H -4.215 -0.807 -2.606
H -2.658 -0.148 -3.197
H -3.717 0.875 -0.609
H -4.535 1.430 -2.082
H -0.843 3.595 -1.208
H -0.124 4.833 -2.276
H 0.578 3.195 -2.209
H 0.066 2.824 -4.712
H -0.611 4.473 -4.853
H -1.775 2.220 -6.132
H -2.680 3.682 -5.677
H -4.191 1.713 -5.679
H -4.776 2.687 -4.319
H -4.503 0.948 -4.127
O 0.112 0.393 -2.607
C 0.776 -0.626 -2.428
O 0.816 -1.309 -1.393
C 1.721 -1.094 -3.572
N 2.982 -1.555 -2.950
C 3.586 -2.615 -3.795
C 2.553 -2.892 -4.895
C 1.246 -2.320 -4.337
H 1.919 -0.253 -4.238
H 2.731 -1.890 -2.001
H 3.563 -0.700 -2.769
H 3.782 -3.503 -3.194
H 4.533 -2.272 -4.212
H 2.481 -3.952 -5.129
H 2.820 -2.362 -5.810
H 0.764 -3.017 -3.651
H 0.543 -2.056 -5.122
Cl 3.877 -0.961 0.037
Ge 2.435 0.782 -0.148
Cl 3.385 1.304 -2.307
Cl 3.560 2.373 0.982
C -1.427 -0.065 4.336
C -0.169 -0.866 4.594
C 0.373 -0.596 5.978
C -0.423 -2.342 4.380
Si 1.187 -0.255 3.197
O 0.461 0.043 1.850
C 2.076 1.255 3.930
C 1.373 2.403 4.274
C 2.005 3.508 4.815
C 3.372 3.482 5.032
C 4.096 2.360 4.666
C 3.456 1.266 4.110
C 2.327 -1.775 3.262
C 2.356 -2.631 2.171
C 3.219 -3.713 2.146
C 4.036 -3.978 3.233
C 3.993 -3.148 4.340
C 3.156 -2.046 4.344
H -2.201 -0.356 5.050
H -1.790 -0.254 3.328
H -1.242 1.000 4.467
H -0.402 -0.833 6.711
H 0.654 0.446 6.113
H 1.233 -1.222 6.196
H -1.210 -2.671 5.061
H 0.464 -2.937 4.579
H -0.749 -2.530 3.361
H 0.299 2.423 4.140
H 1.428 4.380 5.087
H 3.862 4.324 5.499
H 5.165 2.335 4.823
H 4.040 0.407 3.812
H 1.716 -2.431 1.325
H 3.261 -4.344 1.273
H 4.701 -4.829 3.224
H 4.613 -3.354 5.202
H 3.165 -1.395 5.206
```

## Properties
- HOMO level (alpha / beta): -10.3 / -10.1 eV
- Net charge: +1
- LUMO (alpha / beta): -0.05970 / -0.21760 Ha
- Frontier orbital gap (alpha / beta): 8.631 / 4.212 eV
- Energy relative to the best compared isomer or geometry (same formula, charge and spin): 103.43 kJ/mol
- Multiplicity: 2


- Which value of energy relative to the best compared isomer or geometry (same formula, charge and spin) does entry 1 give?
  0.00 kJ/mol